Model i:
A single C4H7FS molecule, computed with ωB97M-V/def2-TZVPD.

Summary:
SMILES: FCCCC=S
gap between HOMO and LUMO: 0.3197 hartree
net charge: 0
LUMO level: 0.027 eV

Structure (XYZ):
```
13
C4H7FS, DFT ωB97M-V/def2-TZVPD
C -0.9993 -1.3873 0.8359
F -0.3973 0.8162 -2.0000
C 0.6889 0.0706 0.0139
C -0.6351 0.1274 0.7414
H -0.6225 0.5206 1.7020
H 0.6590 2.0085 -0.8217
H 1.5799 0.3914 0.5568
H 1.6686 0.7956 -1.7375
C 0.6826 0.9905 -1.2119
S -0.9504 -2.1910 2.2303
H -1.2867 -1.8243 -0.1823
H 1.0312 -0.9212 -0.2451
H -1.4189 0.6030 0.1183
```

Results of the Mulliken charge analysis, in e, for atoms 1 through 2:
1 C -0.32
2 F -0.29

=====

Model ii:
A single C4H7FS molecule, computed with ωB97M-V/def2-TZVPD.

Summary:
SMILES: C[C@@H]1S[C@H]1CF
gap between HOMO and LUMO: 0.3638 hartree
net charge: 0
LUMO level: 0.953 eV

Structure (XYZ):
```
13
C4H7FS, DFT ωB97M-V/def2-TZVPD
H -2.2226 0.7135 0.9141
S -0.6938 -1.7086 -0.2431
F 2.5170 0.4378 -0.3983
C -1.7387 1.0297 -0.0307
H -1.4900 2.0822 0.1999
C 0.3933 -0.4376 0.5017
H -0.2870 0.2839 -1.4897
C 1.8796 -0.6761 0.0805
H 1.9419 -1.3322 -0.7754
H 2.5212 -1.2085 0.8930
H -2.5403 0.8902 -0.8239
C -0.5734 0.1388 -0.4231
H 0.2927 -0.2131 1.5948
```

Results of the Mulliken charge analysis, in e, for atoms 1 through 2:
1 H 0.31
2 S -0.21

=====

Model iii:
A single C4H7FS molecule, computed with ωB97M-V/def2-TZVPD.

Summary:
SMILES: CC[C@H](F)C=S
gap between HOMO and LUMO: 0.3191 hartree
net charge: 0
LUMO level: -0.217 eV

Structure (XYZ):
```
13
C4H7FS, DFT ωB97M-V/def2-TZVPD
C -0.8559 1.3679 1.1678
S -2.2726 1.2914 1.9135
H -0.4030 2.3247 0.9512
H 0.9256 0.8487 -1.0865
H 0.8529 0.3935 1.6006
F -0.3529 -1.0699 1.3622
C 0.0540 0.2104 0.9345
H 0.4731 -1.1343 -2.2538
C 0.2808 0.1637 -0.5205
H -0.7898 0.3285 -0.9354
C 0.5221 -1.2042 -1.2070
H 1.6134 -1.5015 -1.0955
H -0.0478 -2.0191 -0.8312
```

Results of the Mulliken charge analysis, in e, for atoms 1 through 2:
1 C -0.45
2 S -0.19

=====

Stability verdict: model ii, ahead by 22.6 kJ/mol

=====

Model i:
A gas-phase ion, C4H9N2 (charge +1), computed with ωB97M-V/def2-TZVPD.

Summary:
gap between HOMO and LUMO (alpha / beta): 0.2777 / 0.2967 hartree
net charge: +1
<S²>: 2.01
2S+1: 3
LUMO level (alpha / beta): -4.040 / -8.345 eV

Structure (XYZ):
```
15
C4H9N2, DFT ωB97M-V/def2-TZVPD
H -2.0129 -1.1762 -0.5568
H 3.0632 0.0166 -0.3043
C -0.9772 1.3481 0.2661
C 1.1062 -0.0287 0.1439
C -1.1541 -1.1843 0.1109
H -1.9630 1.4001 -0.1904
H 2.6555 -0.1502 1.3746
N 2.3337 -0.0592 0.4081
H -0.4006 2.2068 -0.0646
H -0.5964 -2.1041 -0.0525
N 0.3798 0.1748 -1.4642
H 0.4911 -0.6966 -1.9739
H -1.5164 -1.1664 1.1359
H -1.0888 1.3709 1.3469
C -0.3204 0.0483 -0.1798
```

Results of the Mulliken charge analysis, in e, for atoms 1 through 2:
1 H 0.37
2 H 0.28

=====

Model ii:
2 unconnected molecules or ions with the total composition C4H9N2, computed with ωB97M-V/def2-TZVPD.

Summary:
gap between HOMO and LUMO (alpha / beta): 0.1249 / 0.2098 hartree
net charge: +1
<S²>: 2.02
2S+1: 3
LUMO level (alpha / beta): -5.571 / -9.047 eV

Structure (XYZ):
```
15
C4H9N2, DFT ωB97M-V/def2-TZVPD
C -0.5925 -1.5864 0.9071
H -0.5042 -2.7943 0.9277
H -1.4088 -1.3301 0.2147
H 1.6652 -2.3765 2.1193
C -1.5686 2.5541 -1.3877
H 0.5160 0.2036 -0.7000
N 0.7369 -1.1604 0.5400
H -2.2411 2.6646 -2.2208
H 1.3667 1.8025 -1.6128
H 2.8060 -1.3391 1.1255
H -1.7827 3.2694 -0.6125
C 1.7269 -1.6704 1.2323
H -0.7488 -1.4195 2.0127
N -0.4563 1.9837 -1.3465
C 0.4854 1.1989 -1.1992
```

Results of the Mulliken charge analysis, in e, for atoms 1 through 2:
1 C -0.87
2 H 0.35

=====

Model iii:
A gas-phase ion, C4H9N2 (charge +1), computed with ωB97M-V/def2-TZVPD.

Summary:
gap between HOMO and LUMO (alpha / beta): 0.2960 / 0.3047 hartree
net charge: +1
<S²>: 2.01
2S+1: 3
LUMO level (alpha / beta): -2.896 / -7.197 eV

Structure (XYZ):
```
15
C4H9N2, DFT ωB97M-V/def2-TZVPD
C -1.6153 -0.9827 -0.2950
N 1.0902 -0.4487 1.1940
H -2.8325 -0.2648 1.5037
C 1.2948 0.4788 -1.0372
C 0.6826 0.4826 0.3121
H 0.9251 -0.3885 2.2091
H 1.0933 -1.3598 0.7334
C -2.0352 -0.3148 0.7624
N -1.0717 0.3339 -0.0679
H -1.6219 -1.7266 -1.1007
H 0.6146 0.8193 -1.9404
H -1.1225 1.2358 -0.6042
H 2.1566 1.1631 -1.2846
H 0.8211 1.5049 0.7785
H 1.6209 -0.5326 -1.1633
```

Results of the Mulliken charge analysis, in e, for atoms 1 through 2:
1 C -0.22
2 N -0.38

=====

Model iv:
A gas-phase ion, C4H9N2 (charge +1), computed with ωB97M-V/def2-TZVPD.

Summary:
gap between HOMO and LUMO (alpha / beta): 0.2217 / 0.3370 hartree
net charge: +1
<S²>: 2.02
2S+1: 3
LUMO level (alpha / beta): -4.714 / -6.915 eV

Structure (XYZ):
```
15
C4H9N2, DFT ωB97M-V/def2-TZVPD
N -1.5226 -0.8562 0.2707
C -0.5446 -1.4754 -0.2291
H 2.0651 0.2540 -1.6264
H 3.0250 0.4972 0.5629
H -2.2113 -1.3818 0.6149
H 1.3229 1.4542 0.7700
H 1.6089 -0.0299 1.4404
H -2.9030 0.6492 -0.2548
H -2.1938 0.7411 1.2874
C 1.9150 0.4869 0.6047
H 0.4884 -1.2645 -1.8400
C -1.8855 0.5255 0.2419
N 0.3760 -0.6859 -0.9886
C 1.4620 -0.0767 -0.7290
H -1.0026 1.1624 -0.1251
```

Results of the Mulliken charge analysis, in e, for atoms 1 through 2:
1 N -0.08
2 C 0.24

=====

Stability verdict: model iv, ahead by 41.9 kJ/mol

=====

Model i:
A single C4H7Cl molecule, computed with ωB97M-V/def2-TZVPD.

Summary:
SMILES: C=C(Cl)CC
gap between HOMO and LUMO: 0.3751 hartree
net charge: 0
LUMO level: 0.793 eV

Structure (XYZ):
```
12
C4H7Cl, DFT ωB97M-V/def2-TZVPD
C -0.9132 0.0579 0.0370
H 0.4364 -1.8590 -0.3200
C -1.5914 1.2214 -0.0815
C 0.5216 0.2134 0.5025
H -1.0491 2.1586 -0.5185
H -2.6243 1.2044 -0.1871
H 2.5061 -1.4564 0.0177
Cl -1.6342 -1.5412 0.1241
H 0.8483 0.2722 1.6938
C 1.3321 -1.0552 -0.1978
H 0.8073 1.2934 0.0950
H 1.3603 -0.5096 -1.1652
```

Results of the Mulliken charge analysis, in e, for atoms 1 through 2:
1 C 0.51
2 H 0.18

=====

Model ii:
2 unconnected molecules or ions with the total composition C4H7Cl, computed with ωB97M-V/def2-TZVPD.

Summary:
gap between HOMO and LUMO: 0.3713 hartree
net charge: 0
LUMO level: 0.856 eV

Structure (XYZ):
```
12
C4H7Cl, DFT ωB97M-V/def2-TZVPD
H 0.7373 -1.1520 0.8991
Cl 1.2909 2.0447 -1.0806
H 0.9948 -0.8560 -0.7637
C 0.6025 -0.3894 0.0663
H 2.4791 0.6220 0.6280
C -1.9228 -0.9068 -0.1044
H -2.8280 -0.4526 -0.3941
C 1.3374 0.9526 0.4485
C -0.7176 -0.1019 -0.2436
H 1.0930 1.7624 1.2680
H -2.0523 -2.5301 0.1147
H -1.0143 1.0071 -0.8382
```

Results of the Mulliken charge analysis, in e, for atoms 1 through 2:
1 H 0.29
2 Cl -0.23

=====

Model iii:
A single C4H7Cl molecule, computed with ωB97M-V/def2-TZVPD.

Summary:
SMILES: C/C=C(/C)Cl
gap between HOMO and LUMO: 0.3630 hartree
net charge: 0
LUMO level: 0.924 eV

Structure (XYZ):
```
12
C4H7Cl, DFT ωB97M-V/def2-TZVPD
H 2.5031 -0.1336 0.8874
H -2.7575 0.5720 -0.5757
C 1.8576 -0.7165 0.0733
Cl -1.1502 -1.8709 -0.0560
H 1.5480 -1.8521 0.4828
H -1.3304 1.8000 -0.1318
H 2.3801 -0.9436 -0.9477
C -0.6500 -0.1675 -0.2300
C -1.7854 0.8390 0.0577
C 0.6820 0.2323 -0.2059
H -2.0905 0.9602 1.1908
H 0.7934 1.2807 -0.5448
```

Results of the Mulliken charge analysis, in e, for atoms 1 through 2:
1 H 0.25
2 H 0.28

=====

Stability verdict: model iii, ahead by 134.9 kJ/mol